DFT (ωB97M-V with the def2-TZVPD basis set) results for a 3-piece molecular cluster, C2H11N3O2 overall at a distorted geometry.

XYZ file:
```
18
Properties=species:S:1:pos:R:3:lowdin_spin:R:1
C 1.2039 1.3944 -0.9904 0.084
N 0.2492 0.3501 -1.2009 0.049
C -1.0807 0.6312 -1.2415 0.134
N -1.8430 -0.4437 -1.7234 0.093
N -1.5692 1.6856 -0.6684 0.009
H 1.4180 1.9579 -1.8957 0.014
H 0.8984 2.0678 -0.1986 0.002
H 2.1768 0.9565 -0.7423 0.022
H 0.4845 -0.5063 -1.6915 0.119
H -2.7837 -0.1458 -1.9793 0.032
H -1.4698 -0.7514 -2.6316 0.121
H -2.4950 1.8207 -1.0749 0.010
H 1.9344 1.8800 4.9633 0.005
H 3.2327 2.1276 5.7002 0.002
O 2.3774 1.6986 5.8070 0.014
H 0.0846 -3.7091 -0.5971 0.056
H -0.2879 -4.5129 -1.7745 0.065
O -0.1118 -4.6331 -0.8278 0.170
```

Properties
Relative energy (zero: lowest compared OMol25 entry of this formula, charge and spin) = 0.5542 eV
Gap between HOMO and LUMO (spin up / spin down) = 2.2 / 8.0 eV
Spin multiplicity = 2
HOMO energy (spin up / spin down) = 0.70 / -5.18 eV
Net charge = -1

***

DFT (ωB97M-V with the def2-TZVPD basis set) results for a 2-piece molecular cluster, C9H14 overall at a distorted geometry.

XYZ file:
```
23
Properties=species:S:1:pos:R:3:lowdin_charge:R:1
C -1.2690 -2.1925 2.4808 -0.082
C -0.4120 -1.0116 2.1218 -0.286
C 0.6102 -0.8087 1.1343 -0.063
C 1.0696 0.4129 0.7052 -0.130
C 0.3847 1.5750 1.0455 -0.070
C -0.5812 1.4197 2.0822 -0.094
C -0.7723 0.2147 2.6548 -0.118
H -0.9175 -3.2694 1.9555 0.127
H -2.3237 -2.0635 2.0986 0.088
H -1.1645 -2.5218 3.5522 0.080
H 1.1696 -1.7963 0.9176 0.132
H 1.9392 0.3502 0.0772 0.095
H 0.6447 2.4792 0.5850 0.082
H -1.0716 2.3851 2.3601 0.118
H -1.4646 0.2472 3.5224 0.123
C 0.2081 0.5244 -2.6959 -0.177
C 0.7344 0.6678 -4.0584 -0.201
H -0.0023 -0.5597 -2.6385 0.084
H 1.0258 0.7958 -2.1268 0.020
H -0.6727 1.0212 -2.3426 0.070
H 1.1593 -0.2264 -4.5418 0.071
H 1.6523 1.2564 -4.0816 0.060
H 0.0536 1.1002 -4.8074 0.070
```

Properties
Relative energy (zero: lowest compared OMol25 entry of this formula, charge and spin) = 2.1249 eV
Gap between HOMO and LUMO = 9.8 eV
HOMO energy = -8.87 eV

***

DFT (ωB97M-V with the def2-TZVPD basis set) results for one molecule with the formula C2H6N2S at a distorted geometry.

XYZ file:
```
11
Properties=species:S:1:pos:R:3:lowdin_charge:R:1
C -1.0702 1.0071 1.4029 -0.415
S 0.6625 1.3825 1.0273 0.825
C 1.0488 0.1596 -0.1370 -0.586
N 0.2250 -0.6411 -0.6121 -0.137
N 0.4490 -1.6886 -1.5170 0.017
H -1.2944 1.8444 2.1038 0.032
H -1.6568 1.0911 0.4777 0.033
H -1.2338 0.0294 1.8813 0.043
H 2.0803 0.0929 -0.4713 0.070
H 1.2030 -1.5310 -2.1097 0.040
H -0.4135 -1.7462 -2.0459 0.078
```

Properties
Relative energy (zero: lowest compared OMol25 entry of this formula, charge and spin) = 1.5774 eV
Gap between HOMO and LUMO = 9.3 eV
HOMO energy = -8.26 eV

***

What is the relative energy (zero: lowest compared OMol25 entry of this formula, charge and spin) in the second record?
2.1249 eV

***

Repeat the third record exactly.
DFT (ωB97M-V with the def2-TZVPD basis set) results for one molecule with the formula C2H6N2S at a distorted geometry.

XYZ file:
```
11
Properties=species:S:1:pos:R:3:lowdin_charge:R:1
C -1.0702 1.0071 1.4029 -0.415
S 0.6625 1.3825 1.0273 0.825
C 1.0488 0.1596 -0.1370 -0.586
N 0.2250 -0.6411 -0.6121 -0.137
N 0.4490 -1.6886 -1.5170 0.017
H -1.2944 1.8444 2.1038 0.032
H -1.6568 1.0911 0.4777 0.033
H -1.2338 0.0294 1.8813 0.043
H 2.0803 0.0929 -0.4713 0.070
H 1.2030 -1.5310 -2.1097 0.040
H -0.4135 -1.7462 -2.0459 0.078
```

Properties
Relative energy (zero: lowest compared OMol25 entry of this formula, charge and spin) = 1.5774 eV
Gap between HOMO and LUMO = 9.3 eV
HOMO energy = -8.26 eV

***

Which value of relative energy (zero: lowest compared OMol25 entry of this formula, charge and spin) does entry 2 give?
2.1249 eV

***

Among the records above, which one has the lowest relative energy (zero: lowest compared OMol25 entry of this formula, charge and spin)?
C2H11N3O2